[1]
Here is C21H14F3N4OSSe4V as an isolated structure at a distorted geometry from OMol25. Energies are from ωB97M-V/def2-TZVPD.

```
49
Properties=species:S:1:pos:R:3
V -1.527 0.245 0.141
F -1.346 -4.471 -1.964
C -0.594 -4.617 -0.856
F 0.684 -4.423 -1.226
F -0.687 -5.926 -0.515
C -1.028 -3.725 0.264
C -1.455 -4.269 1.461
C -1.892 -3.430 2.477
C -1.905 -2.069 2.242
N -1.500 -1.532 1.097
C -1.040 -2.324 0.101
S -0.504 -1.461 -1.271
H -1.454 -5.341 1.596
H -2.227 -3.821 3.425
H -2.249 -1.382 3.004
Se -1.964 1.998 2.027
Se -3.270 1.184 3.743
Se -5.460 0.705 2.925
Se -5.565 -1.459 2.383
N -1.180 1.699 -0.966
C -0.921 2.598 -1.636
C -0.657 3.728 -2.443
C -1.664 4.218 -3.286
C -1.423 5.330 -4.068
C -0.189 5.966 -4.023
C 0.814 5.476 -3.197
C 0.589 4.364 -2.410
H -2.618 3.711 -3.315
H -2.198 5.706 -4.722
H -0.006 6.841 -4.633
H 1.777 5.967 -3.173
H 1.366 3.973 -1.767
O -4.252 -0.047 -0.463
N -3.100 0.108 -0.237
C 0.951 0.399 1.144
C 2.126 -0.343 1.140
C 2.308 -1.444 2.032
C 3.513 -2.084 2.150
C 4.617 -1.679 1.376
C 4.444 -0.647 0.435
C 3.241 -0.007 0.312
C 5.885 -2.276 1.563
N 6.927 -2.748 1.734
H 0.879 1.313 0.563
H 0.240 0.221 1.939
H 1.469 -1.760 2.642
H 3.634 -2.902 2.849
H 5.285 -0.358 -0.185
H 3.125 0.795 -0.408
```

Summary:
LUMO level (spin up / spin down), eV: 1.45 / 0.45
Total charge: -1
Orbital gap (spin up / spin down), Eh: 0.1739 / 0.1374
Energy relative to the best compared isomer or geometry (same formula, charge and spin), kcal/mol: 51.9
Spin multiplicity: 4
Electronic energy, Eh: -12350.47787


[2]
Here is one molecule with the formula C3H5FN2 at a distorted geometry from OMol25. Energies are from ωB97M-V/def2-TZVPD.

```
11
Properties=species:S:1:pos:R:3
N -2.567 0.680 -0.046
C -1.468 0.447 0.146
C -0.112 -0.149 0.437
N 0.223 -1.478 0.158
C 0.979 0.870 -0.360
F 0.599 2.121 0.059
H -0.090 0.097 1.452
H -0.291 -2.226 0.565
H 0.248 -1.620 -0.840
H 0.499 0.674 -1.351
H 1.979 0.584 -0.220
```

Summary:
LUMO level, eV: 0.80
Orbital gap, Eh: 0.4170
Energy relative to the best compared isomer or geometry (same formula, charge and spin), kcal/mol: 22.0
SMILES: N#C[C@@H](N)CF
Electronic energy, Eh: -326.63504


[3]
Here is C18H21N5O4 as an isolated structure at a distorted geometry from OMol25. Energies are from ωB97M-V/def2-TZVPD.

```
48
Properties=species:S:1:pos:R:3
C -4.706 -2.386 1.703
C -4.253 -2.112 0.157
O -3.746 -0.706 -0.063
C -2.584 -0.523 0.319
C -1.662 -1.568 0.645
C -0.465 -1.055 1.176
C -0.166 0.245 1.178
C -1.048 1.315 0.443
C -2.352 0.906 0.131
O -3.264 1.637 -0.223
C -3.090 3.238 -0.492
C -2.366 3.308 -1.919
H -1.262 2.558 -1.869
H -2.794 2.840 -2.595
H -2.143 4.253 -2.156
H -2.571 3.487 0.446
H -3.985 3.333 -0.546
H -0.760 2.272 0.578
C 1.367 0.936 1.226
N 2.263 0.084 1.700
N 3.251 0.886 1.582
N 2.811 2.221 1.617
N 1.662 2.231 1.282
C 4.590 0.507 1.973
H 5.282 1.503 1.703
H 4.831 -0.214 2.628
C 5.055 -0.435 0.474
O 6.020 0.264 -0.226
N 4.141 -1.317 0.301
H 3.444 -1.429 0.866
C 4.007 -1.594 -1.235
C 2.686 -1.117 -1.784
C 1.488 -1.555 -1.785
C 0.604 -0.624 -2.159
C 1.407 0.526 -2.148
O 2.744 0.447 -1.823
H 1.281 1.636 -2.517
H -0.429 -0.499 -2.056
H 1.142 -2.574 -1.685
H 4.730 -1.224 -1.679
H 4.012 -2.871 -1.069
H 0.188 -1.604 1.705
H -2.022 -2.481 0.922
H -3.754 -2.994 -0.200
H -5.418 -2.074 -0.522
H -5.036 -3.442 1.693
H -3.790 -2.439 2.292
H -5.344 -1.798 2.010
```

Summary:
LUMO level, eV: 0.61
Orbital gap, Eh: 0.2964
Energy relative to the best compared isomer or geometry (same formula, charge and spin), kcal/mol: 461.9
Electronic energy, Eh: -1272.59465


[4]
Here is one molecule with the formula C3H7N5 at a distorted geometry from OMol25. Energies are from ωB97M-V/def2-TZVPD.

```
15
Properties=species:S:1:pos:R:3
C -0.528 2.662 -0.210
C 0.116 0.675 -0.070
C -0.917 -1.528 0.759
N -0.940 1.410 0.110
N 0.733 2.708 -0.577
N 1.170 1.441 -0.541
N 1.048 -1.572 -0.399
N 0.205 -0.713 0.276
H -1.322 3.408 -0.373
H -0.486 -2.424 1.130
H -1.564 -1.163 1.524
H -1.680 -1.765 -0.079
H 2.080 1.160 -0.858
H 1.647 -2.130 0.185
H 0.437 -2.170 -0.877
```

Summary:
LUMO level (spin up / spin down), eV: 0.73 / -1.79
Orbital gap (spin up / spin down), Eh: 0.1829 / 0.2943
Energy relative to the best compared isomer or geometry (same formula, charge and spin), kcal/mol: 8.0
Spin multiplicity: 3
Electronic energy, Eh: -392.06479


[5]
Here is C39H57BCl38F13N3O4 as an isolated structure at a distorted geometry from OMol25. Energies are from ωB97M-V/def2-TZVPD.

```
155
Properties=species:S:1:pos:R:3
C -1.752 -1.233 6.471
O -2.107 0.192 6.564
B -3.117 0.562 5.515
O -4.428 1.057 5.985
C -2.664 0.325 3.952
C -1.110 0.582 3.495
C -0.727 0.315 1.923
C 0.833 0.561 1.470
C 1.043 1.969 0.652
C 2.277 1.829 -0.442
F 2.176 3.045 -1.322
F 1.956 0.664 -1.297
C 3.773 1.822 0.224
F 3.796 1.663 1.706
F 4.351 3.194 -0.038
C 4.815 0.719 -0.393
F 4.336 -0.708 -0.256
F 6.044 0.781 0.484
C 5.358 1.067 -1.916
F 4.302 1.503 -2.858
F 6.395 2.165 -1.883
C 6.147 -0.224 -2.629
F 7.199 0.414 -3.507
F 6.902 -1.052 -1.649
C 5.183 -1.084 -3.644
F 5.925 -2.362 -3.956
F 3.853 -1.429 -3.087
F 4.993 -0.424 -4.988
C -1.802 -0.226 0.763
N -1.248 -0.399 -0.623
C -2.365 -0.883 -1.505
N -2.017 -1.082 -2.996
C -3.895 -1.222 -1.069
N -4.384 -1.033 0.339
C -3.325 -0.503 1.263
C -3.787 -0.218 2.839
O -5.148 -0.430 3.363
C -6.149 0.392 2.666
C -5.745 1.970 2.474
C -5.578 2.255 0.864
O -6.933 2.778 2.908
H -1.582 -1.704 7.542
H -2.586 -1.869 5.939
H -0.750 -1.438 5.860
H -4.764 0.421 6.711
H -0.312 0.937 4.294
H 1.264 -0.390 0.932
H 1.462 0.668 2.478
H 0.008 2.240 0.126
H 1.259 2.844 1.402
H -2.694 -1.758 -3.420
H -1.029 -1.402 -3.094
H -4.657 -1.631 -1.875
H -7.123 0.380 3.355
H -6.494 -0.144 1.656
H -4.856 2.342 3.137
H -5.762 1.293 0.187
H -4.554 2.728 0.551
H -6.427 3.024 0.531
H -6.757 2.921 3.898
C -4.559 -1.155 -6.223
Cl -3.174 -1.734 -7.157
Cl -4.895 -2.225 -4.856
H -4.339 -0.154 -5.845
H -5.437 -1.120 -6.872
C -0.078 -3.930 -1.040
Cl -1.308 -2.705 -0.706
Cl -0.685 -5.150 -2.165
H 0.797 -3.445 -1.479
H 0.202 -4.417 -0.103
C 1.796 5.309 -4.055
Cl 0.669 6.331 -3.155
Cl 1.886 5.801 -5.750
H 2.789 5.394 -3.606
H 1.455 4.272 -4.003
C -4.482 -2.915 -10.630
Cl -5.609 -1.893 -9.730
Cl -4.392 -2.423 -12.326
H -3.489 -2.830 -10.182
H -4.822 -3.952 -10.578
C -0.344 -3.661 -12.400
Cl -0.937 -3.720 -14.064
Cl -1.504 -4.395 -11.286
H 0.601 -4.206 -12.339
H -0.188 -2.618 -12.114
C -0.249 8.612 -7.608
Cl -1.479 9.837 -7.274
Cl -0.856 7.392 -8.733
H 0.626 9.097 -8.047
H 0.031 8.125 -6.671
C -3.623 3.283 8.031
Cl -3.915 4.513 6.796
Cl -3.876 3.939 9.654
H -4.312 2.450 7.873
H -2.592 2.931 7.946
C -2.493 0.400 11.289
Cl -3.085 0.342 9.624
Cl -3.653 -0.334 12.403
H -1.548 -0.145 11.350
H -2.336 1.443 11.574
C 8.417 1.045 3.207
Cl 10.129 0.625 3.342
Cl 7.532 0.586 4.667
H 8.326 2.123 3.059
H 7.988 0.518 2.351
C -2.697 -7.010 -5.080
Cl -3.166 -5.331 -5.372
Cl -3.983 -7.896 -4.252
H -2.491 -7.494 -6.038
H -1.798 -7.026 -4.458
C 0.673 2.078 12.707
Cl 0.781 1.075 11.255
Cl -0.987 2.148 13.309
H 1.315 1.651 13.482
H 1.008 3.090 12.466
C -5.295 -11.576 -3.543
Cl -5.187 -12.578 -4.995
Cl -6.955 -11.505 -2.940
H -4.653 -12.002 -2.768
H -4.960 -10.564 -3.784
C 10.597 4.144 3.961
Cl 11.901 5.337 3.911
Cl 9.330 4.538 2.793
H 11.007 3.160 3.723
H 10.165 4.132 4.964
C -3.928 -10.543 -7.968
Cl -2.809 -9.253 -7.509
Cl -3.127 -11.749 -8.982
H -4.299 -11.029 -7.063
H -4.763 -10.109 -8.523
C 12.557 1.242 0.389
Cl 13.676 2.532 0.847
Cl 13.358 0.036 -0.625
H 12.185 0.755 1.294
H 11.722 1.676 -0.166
C 11.287 0.609 7.146
Cl 10.818 2.288 6.854
Cl 10.000 -0.276 7.974
H 11.492 0.125 6.188
H 12.186 0.594 7.767
C -7.271 -0.973 13.141
Cl -8.501 0.252 13.475
Cl -7.878 -2.193 12.016
H -6.396 -0.488 12.702
H -6.991 -1.460 14.078
C -4.973 1.398 -12.505
Cl -4.118 1.252 -10.965
Cl -4.125 2.496 -13.601
H -5.039 0.412 -12.970
H -5.977 1.787 -12.319
C 2.190 7.986 0.308
Cl 1.721 9.665 0.016
Cl 0.903 7.101 1.136
H 2.395 7.503 -0.650
H 3.089 7.971 0.930
```

Summary:
LUMO level, eV: -1.63
Orbital gap, Eh: 0.2444
Electronic energy, Eh: -20795.11997


[6]
Here is C15H23Cl2N5O2Pt as an isolated structure from OMol25. Energies are from ωB97M-V/def2-TZVPD.

```
48
Properties=species:S:1:pos:R:3
Pt 1.760 -0.867 0.278
Cl 2.578 -1.701 2.569
C 3.037 -0.033 3.057
Cl 2.532 1.090 1.751
H 4.115 0.013 3.157
H 2.505 0.223 3.967
C 6.944 -2.644 -3.716
N 5.764 -2.352 -2.954
C 5.706 -1.522 -1.773
C 4.226 -1.607 -1.443
O 3.741 -1.016 -0.469
N 3.565 -2.382 -2.320
C 4.438 -2.833 -3.207
N 4.191 -3.621 -4.211
H 7.785 -2.063 -3.345
H 6.761 -2.430 -4.779
H 7.166 -3.721 -3.631
H 6.045 -0.504 -2.003
H 6.357 -1.925 -0.987
H 3.240 -3.945 -4.362
H 4.896 -3.946 -4.862
C -4.894 3.768 2.679
C -4.680 2.243 2.502
N -4.347 1.948 1.124
C -5.351 2.011 0.071
C -5.029 3.016 -1.040
C -2.915 1.838 0.790
O -2.347 2.804 0.403
C -2.273 0.501 1.009
C -2.931 -0.625 1.486
C -2.215 -1.807 1.631
C -0.879 -1.825 1.297
N -0.236 -0.730 0.832
C -0.920 0.414 0.692
H -5.150 3.931 3.725
H -5.716 4.123 2.062
H -3.986 4.318 2.440
H -5.610 1.718 2.737
H -3.869 1.894 3.143
H -6.299 2.227 0.561
H -5.414 1.000 -0.359
H -4.892 4.017 -0.636
H -5.886 3.020 -1.712
H -4.151 2.734 -1.616
H -3.983 -0.600 1.746
H -2.686 -2.709 1.998
H -0.296 -2.732 1.397
H -0.399 1.288 0.320
```

Summary:
LUMO level (spin up / spin down), eV: -11.45 / -15.59
Total charge: +4
Orbital gap (spin up / spin down), Eh: 0.3529 / 0.2191
Energy relative to the best compared isomer or geometry (same formula, charge and spin), kcal/mol: 0.8
Spin multiplicity: 5
Electronic energy, Eh: -2047.69197


> Which of these has the lowest electronic energy?

C39H57BCl38F13N3O4


> Which formula does entry 4 have?

C3H7N5